Arrangement one

Molecular formula: C4H7N2OS
Method: DFT, ωB97M-V with the def2-TZVPD basis set

```
15
Properties=species:S:1:pos:R:3
C -1.0592 0.1005 0.0677
C 2.4931 -0.3880 -0.1043
C 1.0543 -0.6125 0.1098
C -2.2430 0.9220 -0.0384
N 0.1879 0.5040 0.1943
N -1.0836 -1.2623 0.0669
O 0.2293 -1.6972 0.1399
S 3.3663 1.0885 0.6783
H 3.0510 -1.2907 0.1536
H 2.5779 -0.0638 -1.2340
H -2.0439 1.6597 -0.8274
H -2.2544 1.4465 0.8943
H -3.1049 0.2011 -0.1628
H 0.4844 1.4515 0.1692
H -1.6551 -2.0594 -0.1070
```

As for the multiplicity: 1. The orbital gap (spin up / spin down) comes out at 9.26 / 5.34 eV. Its total charge is +1. The value obtained for the LUMO energy (spin up / spin down) is -3.95 / -5.72 eV. Its SMILES is Cc1[nH+]oc(C[S-])[nH+]1.

Arrangement two

Molecular formula: C4H7N2OS
Method: DFT, ωB97M-V with the def2-TZVPD basis set

```
15
Properties=species:S:1:pos:R:3
C 0.9815 -0.3408 -0.1223
C -2.9811 0.9754 0.0562
C -1.0148 0.7060 0.4811
C 2.3507 -0.6153 -0.5827
N 0.1495 -1.2411 0.3461
N 0.4289 0.8526 -0.0795
O -1.0909 -0.6982 0.6589
S -3.7334 -0.2882 -0.4354
H -3.2107 1.9820 0.3440
H -1.0175 1.2329 1.4425
H 2.6351 -1.6464 -0.3990
H 3.0565 0.0414 -0.0753
H 2.4316 -0.4236 -1.6516
H 0.2690 -2.2180 0.5694
H 0.7455 1.6813 -0.5523
```

As for the multiplicity: 1. The orbital gap comes out at 8.29 eV. Its total charge is +1. The value obtained for the LUMO energy is -4.04 eV.

Which of them is most stable? Easy: arrangement two.

Arrangement one

Molecular formula: C2H6N6
Method: DFT, ωB97M-V with the def2-TZVPD basis set

```
14
Properties=species:S:1:pos:R:3
C 1.1313 -0.2069 -0.0010
C -1.2467 -0.0269 0.0858
H 1.2377 1.9040 -0.4869
H -0.5140 2.2808 -0.8974
H 2.9152 -0.3972 -0.0494
H 0.7914 -1.7402 1.4473
H -1.3284 -2.4385 -0.1807
H -3.1239 -0.0488 -0.1040
N 0.1941 2.0876 0.0101
N 0.0389 0.5873 0.3170
N 2.2525 0.4144 0.0135
N 0.7464 -1.6344 0.0080
N -0.7428 -1.3032 -0.3372
N -2.3516 0.5220 0.1749
```

As for the multiplicity: 1. The orbital gap comes out at 8.90 eV. The value obtained for the LUMO energy is -0.33 eV.

Arrangement two

Molecular formula: C2H6N6
Method: DFT, ωB97M-V with the def2-TZVPD basis set

```
14
Properties=species:S:1:pos:R:3
C 0.1980 -0.2012 0.3313
C -0.5149 1.1385 0.6029
H -0.9781 -0.4587 2.9728
H 0.6154 -1.7116 2.9945
H -0.9783 1.2252 1.6962
H 0.2316 1.6243 -2.1145
H -0.4552 -1.8423 -1.5468
H 1.3385 -1.4265 -2.1058
N 0.2724 -0.7629 2.5434
N 0.1599 -1.1609 1.1547
N -0.6966 1.7621 -0.4691
N -0.3971 0.9302 -1.5191
N 0.5787 -0.0506 -1.0194
N 0.3867 -1.1514 -1.7622
```

As for the multiplicity: 1. The orbital gap comes out at 8.94 eV. The value obtained for the LUMO energy is 0.37 eV.

Arrangement three

Molecular formula: C2H6N6
Method: DFT, ωB97M-V with the def2-TZVPD basis set

```
14
Properties=species:S:1:pos:R:3
C -1.9137 -0.0895 0.4642
C 0.9432 0.6571 -0.2252
H -3.0208 -0.2657 0.3726
H -1.5259 -0.5973 1.3623
H -1.7721 0.9497 0.6264
H -1.5070 -1.4020 -0.9823
H 3.0932 0.4148 0.2330
H 1.4408 2.4612 -0.1810
N -1.2479 -0.4544 -0.7974
N 0.0853 -0.4952 -0.4784
N 0.7164 -1.6791 -0.2233
N 1.9254 -1.4037 0.1061
N 2.1493 0.0065 0.0159
N 0.6338 1.8978 -0.2928
```

As for the multiplicity: 1. The orbital gap comes out at 9.46 eV. The value obtained for the LUMO energy is 0.90 eV. Its SMILES is [H]/N=c1\[nH]nnn1NC.

Which of them is most stable? Easy: arrangement three.